(1)
{
  "formula": "C5H10O",
  "method": "wB97M-V/def2-TZVPD",
  "species": ["O", "C", "C", "C", "C", "C", "H", "H", "H", "H", "H", "H", "H", "H", "H", "H"],
  "coordinates": [[-1.09, -0.26, 2.25], [-0.09, -0.30, 1.35], [-0.41, -0.53, -0.02], [0.02, 0.77, -0.69], [0.78, -1.14, -0.83], [0.92, 0.10, -1.71], [1.66, -1.26, -0.19], [-1.84, 1.87, 1.01], [0.92, -0.10, 1.69], [-1.77, 1.89, 0.27], [0.54, -2.10, -1.29], [-0.73, -0.17, 3.14], [0.16, 1.73, -0.22], [1.93, 0.46, -1.91], [0.39, 0.00, -2.67], [-1.41, -0.94, -0.19]],
  "nbo_charge": [-0.669, 0.155, -0.371, -0.174, -0.355, -0.470, 0.204, -0.008, 0.164, 0.004, 0.209, 0.484, 0.195, 0.202, 0.203, 0.226],
  "e_homo_ha": [-0.2416, -0.2651],
  "e_above_lowest_kcal_mol": 128.02,
  "total_charge": 0,
  "lumo_energy_ev": [0.694, 0.750],
  "homo_lumo_gap_ev": [7.3, 8.0]
}

***

(2)
{
  "formula": "C4H12NO2",
  "method": "wB97M-V/def2-TZVPD",
  "species": ["O", "O", "N", "C", "C", "C", "C", "H", "H", "H", "H", "H", "H", "H", "H", "H", "H", "H", "H"],
  "coordinates": [[0.59, -0.01, 1.91], [1.74, 4.51, 0.20], [0.38, 0.12, -0.77], [-1.41, -1.84, -0.52], [-0.75, -0.53, 0.04], [-0.84, -2.44, -1.78], [-0.21, -0.81, 1.49], [-2.36, -1.39, -0.88], [-1.65, -2.81, -2.41], [-1.74, -2.45, 0.30], [-1.37, 0.40, 0.06], [-0.65, -1.65, 2.01], [-0.21, -1.72, -2.29], [1.92, 4.64, 1.15], [2.25, 5.00, -0.45], [0.28, -0.09, -1.76], [1.30, -0.28, -0.51], [0.33, 1.11, -0.52], [-0.21, -3.33, -1.70]],
  "nbo_charge": [-0.470, -0.989, -0.682, -0.443, -0.131, -0.610, 0.424, 0.239, 0.255, 0.245, 0.238, 0.162, 0.168, 0.496, 0.494, 0.445, 0.450, 0.468, 0.241],
  "e_homo_ha": -0.5221,
  "e_above_lowest_kcal_mol": 60.69,
  "total_charge": 1,
  "lumo_energy_ev": -4.088,
  "homo_lumo_gap_ev": 10.1
}

***

(3)
{
  "formula": "C34H82BrIN17O30S",
  "method": "wB97M-V/def2-TZVPD",
  "species": ["I", "Br", "S", "O", "O", "O", "O", "O", "O", "O", "O", "O", "O", "O", "O", "O", "O", "O", "O", "O", "O", "O", "O", "O", "O", "O", "O", "O", "O", "O", "O", "O", "O", "N", "N", "N", "N", "N", "N", "N", "N", "N", "N", "N", "N", "N", "N", "N", "N", "N", "C", "C", "C", "C", "C", "C", "C", "C", "C", "C", "C", "C", "C", "C", "C", "C", "C", "C", "C", "C", "C", "C", "C", "C", "C", "C", "C", "C", "C", "C", "C", "C", "C", "C", "H", "H", "H", "H", "H", "H", "H", "H", "H", "H", "H", "H", "H", "H", "H", "H", "H", "H", "H", "H", "H", "H", "H", "H", "H", "H", "H", "H", "H", "H", "H", "H", "H", "H", "H", "H", "H", "H", "H", "H", "H", "H", "H", "H", "H", "H", "H", "H", "H", "H", "H", "H", "H", "H", "H", "H", "H", "H", "H", "H", "H", "H", "H", "H", "H", "H", "H", "H", "H", "H", "H", "H", "H", "H", "H", "H", "H", "H", "H", "H", "H", "H"],
  "coordinates": [[5.61, 1.31, 2.59], [-1.14, -2.90, -0.59], [2.17, 0.50, 3.41], [-4.13, -7.23, 6.05], [-5.82, 2.76, 7.87], [-2.80, 2.84, -3.93], [2.86, 4.15, -8.93], [-1.07, 7.51, -7.08], [4.83, 1.23, -0.81], [-1.07, -1.46, -4.19], [-2.50, 6.77, -0.29], [4.24, -6.05, 2.87], [-4.30, 6.67, -1.46], [-4.71, 1.26, 2.99], [-3.98, -3.99, -4.91], [-1.77, -1.51, -6.23], [5.91, -1.71, 6.46], [-0.24, -8.60, -4.32], [1.16, -4.32, 2.27], [0.36, 5.12, -3.47], [-5.99, 0.81, 6.96], [-0.47, -3.07, 2.91], [4.86, -7.14, 1.11], [-3.13, -5.72, 4.87], [4.58, 4.17, -7.63], [0.07, 8.50, -5.54], [-0.58, 4.58, -5.33], [3.66, -1.25, 9.68], [4.11, -2.33, 11.50], [7.29, -0.76, 7.82], [-1.58, -9.91, -3.25], [-4.34, -6.01, -4.25], [-4.60, 1.79, -4.48], [4.28, -2.08, 10.33], [-0.50, 5.25, -4.32], [-5.92, 2.03, 6.91], [1.03, -0.14, 0.54], [0.35, -3.96, 3.10], [-1.34, -9.06, -4.09], [2.53, 1.09, 1.82], [-4.13, -6.33, 5.24], [6.51, -0.75, 6.89], [-1.27, -2.02, -5.24], [4.02, -6.64, 1.83], [-3.43, 2.07, -4.63], [-3.71, 6.79, -0.41], [-4.13, -4.84, -4.05], [3.39, 4.22, -7.84], [-0.08, 8.09, -6.67], [0.45, 2.01, 1.18], [6.54, 2.84, -1.20], [-0.86, 1.93, 0.56], [-3.43, 2.49, -0.96], [4.63, -1.56, 2.23], [2.35, -0.80, 0.44], [2.60, -6.78, 1.40], [2.64, -1.47, -0.92], [4.69, -0.26, 1.40], [-2.69, 1.43, -5.74], [3.37, 0.27, 0.88], [2.50, 4.36, -6.65], [-4.33, 1.50, 1.65], [5.15, -2.77, 1.48], [-2.30, 3.48, -0.75], [0.70, -3.12, -1.26], [-3.74, 0.45, 3.61], [-5.94, 2.65, 5.56], [0.38, -4.62, 4.44], [-4.83, 2.81, 1.15], [5.32, -2.84, 9.59], [1.03, 8.32, -7.63], [-0.89, -3.46, -5.32], [-2.49, -8.55, -4.88], [-4.76, 2.94, -0.36], [6.28, 0.56, 6.23], [-1.52, 6.30, -4.10], [-5.45, -5.95, 4.67], [5.16, 2.36, -1.61], [1.41, -1.85, -1.77], [1.28, 1.05, 1.20], [-4.51, 6.99, 0.82], [-0.97, 2.74, -0.73], [3.52, 1.24, -0.32], [-4.02, -4.39, -2.63], [-2.44, 4.01, 0.19], [7.24, 0.91, 5.84], [4.47, 3.19, -1.47], [-1.13, -3.82, -6.31], [1.74, -0.77, 3.19], [1.91, 7.83, -7.24], [-5.10, 2.24, 5.01], [-0.15, 3.43, -0.88], [-4.79, -3.63, -2.47], [-1.11, 0.91, 0.35], [-1.67, 1.78, -5.73], [4.83, -3.36, 8.77], [-2.73, 0.35, -5.58], [0.73, -1.02, -1.92], [-5.54, 2.37, -0.84], [1.19, 9.39, -7.70], [2.79, 1.03, -1.11], [-0.99, 2.10, -1.60], [-1.57, 2.33, 1.26], [3.26, -0.84, -1.55], [2.77, 5.28, -6.15], [5.28, -1.43, 3.08], [-0.58, -5.10, 4.61], [2.23, -1.65, 1.10], [1.47, 4.38, -6.98], [5.39, -0.42, 0.61], [0.75, 7.91, -8.60], [-3.19, 1.70, -6.67], [0.42, -0.69, 1.15], [2.68, 3.50, -6.00], [-2.90, 1.05, 3.97], [3.66, -1.79, 2.64], [5.19, -3.61, 2.16], [0.71, 2.88, 1.64], [-3.02, -3.97, -2.50], [5.79, -3.54, 10.27], [1.97, -6.29, 2.13], [6.11, -2.58, 1.02], [-5.85, -6.83, 4.18], [-2.31, 4.23, -1.52], [1.18, -5.35, 4.43], [-3.24, 1.52, 1.64], [-3.16, 1.51, -0.58], [-2.21, 6.29, -4.94], [-4.28, 6.18, 1.50], [0.18, -3.52, -5.13], [-4.31, 3.65, 1.61], [-4.17, -5.24, -1.99], [7.09, 3.24, -2.04], [7.07, 1.99, -0.81], [4.47, -3.06, 0.68], [-4.22, 7.95, 1.25], [2.51, -6.30, 0.42], [6.04, -2.12, 9.21], [-4.18, -0.10, 4.42], [-1.46, -3.99, -4.56], [-1.00, 7.25, -4.04], [5.12, 2.08, -2.66], [-4.61, 0.67, 1.00], [0.56, -3.84, 5.17], [-3.20, -8.12, -4.18], [-4.93, 3.96, -0.68], [-5.30, -5.15, 3.97], [-5.56, 6.99, 0.56], [-2.93, -9.40, -5.40], [5.89, 1.24, 6.98], [5.57, 0.42, 5.42], [-5.86, 2.91, 1.47], [-2.13, -7.81, -5.57], [-6.09, -5.64, 5.49], [1.29, -3.64, -0.53], [-5.86, 3.72, 5.67], [0.57, -3.79, -2.09], [6.46, 3.56, -0.40], [3.30, 2.24, 0.04], [-3.33, -0.28, 2.91], [-3.55, 2.39, -2.02], [-6.88, 2.37, 5.09], [2.38, -7.84, 1.33], [1.79, -2.14, -2.74], [3.18, -2.39, -0.78], [-2.03, 6.08, -3.17]],
  "mulliken_charge": [0.076, -0.172, -0.147, -0.497, -0.534, -0.439, -0.523, -0.509, -0.214, -0.469, -0.511, -0.533, -0.507, -0.405, -0.528, -0.579, -0.488, -0.539, -0.342, -0.642, -0.532, -0.486, -0.563, -0.527, -0.551, -0.548, -0.493, -0.546, -0.526, -0.583, -0.526, -0.557, -0.529, 0.877, 1.081, 0.874, 0.179, 0.803, 0.902, 0.026, 0.842, 0.933, 1.053, 0.974, 0.812, 0.929, 0.931, 0.910, 0.920, 0.322, -1.226, -0.505, 0.293, 0.433, -0.231, -0.401, -1.005, -0.960, -0.754, 1.356, -0.695, 0.509, -1.376, 0.392, -0.690, -0.905, -0.400, -0.820, -0.285, -0.439, -0.711, -0.746, -0.646, -1.109, -0.457, -0.573, -0.701, -0.160, -0.767, -0.500, -0.758, -1.148, -2.160, -0.464, 0.315, 0.318, 0.311, 0.310, 0.156, 0.235, -0.005, 0.478, 0.310, 0.279, 0.274, 0.251, 0.203, 0.319, 0.456, 0.298, 0.505, 0.255, 0.444, 0.437, 0.226, 0.281, 0.288, 0.070, 0.314, 0.851, 0.314, 0.337, 0.299, 0.305, 0.308, -0.060, 0.445, 0.350, -0.037, 0.311, 0.031, 0.392, 0.286, -0.301, 0.281, -0.602, 0.450, 0.286, 0.252, 0.307, -0.077, 0.310, 0.393, 0.266, 0.118, 0.308, 0.196, 0.078, 0.344, 0.124, 0.337, 0.337, 0.234, 0.322, 0.257, 0.255, 0.301, 0.317, 0.298, 0.325, -0.104, 0.475, 0.262, 0.284, 0.212, 0.338, 0.509, 0.303, 0.817, 0.411, -0.450, 0.262, 0.330, 0.569, 0.277, 0.045],
  "e_homo_ha": -0.4343,
  "total_charge": 1,
  "lumo_energy_ev": -3.068,
  "homo_lumo_gap_ev": 8.8
}

***

(4)
{
  "formula": "C7H8N4O",
  "method": "wB97M-V/def2-TZVPD",
  "species": ["O", "N", "N", "N", "N", "C", "C", "C", "C", "C", "C", "C", "H", "H", "H", "H", "H", "H", "H", "H"],
  "coordinates": [[-2.27, 1.70, -0.89], [-0.17, 2.67, -0.63], [-0.54, 0.36, -0.26], [-0.10, -1.77, 0.45], [1.14, 2.70, -0.10], [2.34, -1.83, 0.53], [1.03, -1.00, 0.41], [-2.54, -1.05, -0.10], [0.80, 0.31, 0.12], [-1.06, -0.86, 0.10], [1.62, 1.51, 0.09], [-1.09, 1.57, -0.75], [-3.17, -0.20, 0.46], [-0.73, 3.61, -0.68], [-2.78, -0.66, -1.07], [2.19, -2.95, 0.24], [2.60, -1.81, 1.72], [3.20, -1.63, -0.11], [2.63, 1.48, 0.62], [-3.10, -2.16, -0.17]],
  "nbo_charge": [-0.573, -0.500, -0.401, -0.431, -0.210, -0.660, 0.172, -0.692, -0.031, 0.394, 0.034, 0.800, 0.256, 0.424, 0.247, 0.244, 0.225, 0.227, 0.222, 0.254],
  "e_homo_ha": -0.3078,
  "e_above_lowest_kcal_mol": 57.05,
  "total_charge": 0,
  "lumo_energy_ev": 0.502,
  "homo_lumo_gap_ev": 8.9
}

***

(5)
{
  "formula": "C34H22ClN8O5Re",
  "method": "wB97M-V/def2-TZVPD",
  "species": ["Re", "Cl", "O", "O", "O", "O", "O", "N", "N", "N", "N", "N", "N", "N", "N", "C", "C", "C", "C", "C", "C", "C", "C", "C", "C", "C", "C", "C", "C", "C", "C", "C", "C", "C", "C", "C", "C", "C", "C", "C", "C", "C", "C", "C", "C", "C", "C", "C", "C", "H", "H", "H", "H", "H", "H", "H", "H", "H", "H", "H", "H", "H", "H", "H", "H", "H", "H", "H", "H", "H", "H"],
  "coordinates": [[-0.17, -0.73, 0.48], [1.68, 1.85, -0.02], [0.74, 1.75, 1.07], [1.13, 2.69, -1.01], [2.94, 2.25, 0.43], [1.75, 0.51, -0.57], [-1.11, 1.01, -1.07], [0.40, 0.21, 3.65], [1.32, -1.01, 1.82], [0.79, -2.22, -0.63], [-1.03, -2.94, -1.98], [-1.35, -0.11, 2.08], [-1.88, -1.55, -0.23], [2.91, -2.17, 0.46], [-3.51, -0.48, 1.16], [-3.96, -1.16, -1.12], [-3.21, -1.89, -2.07], [-3.73, -2.18, -3.32], [0.18, -3.08, -1.51], [-3.26, 0.25, 6.26], [5.50, 0.49, 2.99], [2.78, 0.17, 3.13], [3.38, 1.04, 4.02], [1.40, -0.16, 2.89], [-3.13, 0.00, 3.53], [-1.89, 2.11, -0.57], [2.30, -3.87, -1.19], [-5.03, -1.76, -3.59], [-1.93, -2.15, -1.47], [0.97, -5.22, -2.73], [-3.12, -0.99, 0.03], [3.53, -0.54, 2.18], [-4.37, -0.06, 4.14], [2.05, -2.69, -0.38], [-1.96, 0.19, 4.28], [-4.42, 0.07, 5.52], [-5.25, -0.74, -1.40], [4.76, 1.19, 3.94], [1.10, -4.13, -1.88], [2.08, -6.04, -2.89], [-2.02, 3.19, -1.63], [-2.71, -0.20, 2.16], [4.91, -0.39, 2.10], [3.40, -4.69, -1.36], [-5.78, -1.06, -2.65], [-0.86, 0.11, 3.34], [3.27, -5.77, -2.23], [-2.01, 0.32, 5.66], [2.59, -1.30, 1.38], [-3.33, 0.33, 7.34], [-5.46, -1.97, -4.56], [-5.26, -0.23, 3.55], [4.33, -4.49, -0.85], [-2.57, 4.02, -1.21], [-1.11, 0.45, 6.24], [-1.40, 2.52, 0.33], [4.12, -6.42, -2.40], [2.80, 1.60, 4.73], [-5.81, -0.17, -0.68], [-6.78, -0.75, -2.90], [5.25, 1.86, 4.62], [-2.86, 1.70, -0.30], [-5.37, 0.00, 6.03], [-2.53, 2.82, -2.51], [0.03, -5.41, -3.23], [-3.15, -2.71, -4.06], [6.57, 0.63, 2.96], [2.01, -6.90, -3.53], [-0.34, 1.43, -1.50], [5.48, -0.91, 1.35], [-1.03, 3.55, -1.91]],
  "mulliken_charge": [0.857, 1.851, -0.505, -0.728, -0.666, -0.595, -0.438, -0.510, -0.094, -0.383, -0.575, -0.073, -0.168, -0.581, -0.505, 0.703, 0.259, -0.293, 0.268, -0.646, -0.655, 0.511, -0.363, -0.167, 0.347, 0.102, 0.426, -0.622, 0.095, -0.273, -0.442, 0.622, -0.267, 0.029, 0.195, -0.672, -0.388, -0.639, 0.300, -0.674, -1.406, 0.199, -0.390, -0.278, -0.641, 0.021, -0.655, -0.254, -0.009, 0.431, 0.427, 0.564, 0.562, 0.417, 0.557, 0.109, 0.426, 0.545, 0.558, 0.429, 0.431, 0.393, 0.426, 0.327, 0.553, 0.562, 0.435, 0.420, 0.299, 0.554, 0.345],
  "e_homo_ha": [-0.3550, -0.3796],
  "total_charge": 1,
  "lumo_energy_ev": [-4.869, -5.431],
  "s_squared": 1.075,
  "spin_multiplicity": 2,
  "homo_lumo_gap_ev": [4.8, 4.9]
}

***

(6)
{
  "formula": "C4H12FeN2O10",
  "method": "wB97M-V/def2-TZVPD",
  "species": ["Fe", "O", "O", "O", "O", "O", "O", "O", "O", "O", "O", "N", "N", "C", "C", "C", "C", "H", "H", "H", "H", "H", "H", "H", "H", "H", "H", "H", "H"],
  "coordinates": [[-16.58, 4.02, -17.71], [-15.23, 4.44, -19.46], [-19.57, 5.15, -16.25], [-17.98, 3.67, -16.21], [-14.28, 0.78, -16.40], [-15.32, 5.43, -16.80], [-17.45, 2.55, -19.14], [-15.11, 2.63, -17.11], [-17.98, 5.06, -18.67], [-19.64, 3.53, -14.82], [-16.42, 0.96, -16.71], [-19.08, 4.11, -15.74], [-15.28, 1.42, -16.72], [-18.84, 2.84, -19.41], [-14.06, 5.04, -18.82], [-14.51, 6.07, -17.81], [-19.11, 4.33, -19.20], [-19.51, 2.16, -18.88], [-13.64, 6.42, -17.26], [-19.99, 4.46, -18.57], [-18.21, 5.99, -18.73], [-14.97, 6.91, -18.35], [-19.03, 2.60, -20.46], [-14.81, 3.95, -20.18], [-13.51, 4.22, -18.36], [-19.28, 4.83, -20.16], [-13.43, 5.54, -19.56], [-17.23, 1.69, -19.51], [-15.04, 5.87, -15.99]],
  "nbo_charge": [1.576, -0.752, -0.544, -0.658, -0.444, -0.752, -0.757, -0.700, -0.764, -0.421, -0.467, 0.725, 0.724, -0.088, -0.115, -0.101, -0.094, 0.202, 0.199, 0.227, 0.518, 0.188, 0.176, 0.502, 0.222, 0.177, 0.190, 0.513, 0.518],
  "e_homo_ha": [-0.3224, -0.3256],
  "e_above_lowest_kcal_mol": 22.90,
  "total_charge": 0,
  "lumo_energy_ev": [-0.346, -0.346],
  "s_squared": 6.006,
  "spin_multiplicity": 5,
  "homo_lumo_gap_ev": [8.4, 8.5]
}